Entry 1:
{"formula": "C2H3N2S", "method": "ωB97M-V with the def2-TZVPD basis set", "lumo_ev": [-6.671, -6.671], "max_force_ev_per_a": 6.08, "homo_ev": [-15.96, -15.95], "e_tot_ev": -15924.9518, "total_charge": 1, "e_above_lowest_kcal_mol": 61.6, "species": ["S", "N", "N", "C", "C", "H", "H", "H"], "xyz": [[0.490, -0.058, 1.809], [0.562, -1.412, 1.136], [-0.255, 0.912, 0.739], [-0.375, 0.221, -0.643], [-0.140, -1.171, -0.635], [-0.173, 1.842, 0.324], [-0.824, 0.899, -1.462], [0.714, -1.234, -1.267]]}



Entry 2:
{"formula": "C40H57BrF3N2O25P", "method": "ωB97M-V with the def2-TZVPD basis set", "lumo_ev": -0.787, "max_force_ev_per_a": 1.81, "smiles": "CC[C@@H](Br)c1cc2c(c(N)c1COO)C(=O)c1c(N)cc(CCC(F)=C(F)F)c(P(=O)(O)O)c1C2=O.COC(=O)OC.COC(=O)OC.COC(=O)OC.COC(=O)OC.COC(=O)OC.COC(=O)OC", "homo_ev": -9.09, "e_tot_ev": -184053.7641, "species": ["Br", "P", "F", "F", "F", "O", "O", "O", "O", "O", "O", "O", "O", "O", "O", "O", "O", "O", "O", "O", "O", "O", "O", "O", "O", "O", "O", "O", "O", "O", "N", "N", "C", "C", "C", "C", "C", "C", "C", "C", "C", "C", "C", "C", "C", "C", "C", "C", "C", "C", "C", "C", "C", "C", "C", "C", "C", "C", "C", "C", "C", "C", "C", "C", "C", "C", "C", "C", "C", "C", "C", "C", "H", "H", "H", "H", "H", "H", "H", "H", "H", "H", "H", "H", "H", "H", "H", "H", "H", "H", "H", "H", "H", "H", "H", "H", "H", "H", "H", "H", "H", "H", "H", "H", "H", "H", "H", "H", "H", "H", "H", "H", "H", "H", "H", "H", "H", "H", "H", "H", "H", "H", "H", "H", "H", "H", "H", "H", "H"], "xyz": [[6.286, 3.767, 1.562], [2.701, -1.940, -0.170], [-1.578, 1.623, 1.225], [-2.425, 0.266, 2.790], [-3.100, -1.411, 0.574], [3.885, 4.432, 4.687], [5.145, -1.700, 2.003], [3.142, -0.432, -0.617], [2.966, -1.327, 6.163], [4.697, 3.301, -4.943], [-8.584, 3.322, -3.592], [0.012, 5.491, -0.849], [-4.348, 4.600, -3.300], [4.574, 3.166, -2.687], [-7.634, 1.605, -2.471], [-3.794, -5.284, -0.717], [5.109, 4.725, 5.339], [-4.607, -12.882, -3.106], [-3.647, 2.893, -2.183], [-4.083, -11.195, -1.697], [-4.584, 4.620, -1.055], [5.447, 1.526, -3.954], [0.945, 7.426, -1.057], [-8.516, 1.212, -4.401], [4.000, -2.883, -0.246], [-3.143, -6.139, -2.706], [1.735, -2.412, -1.172], [-3.597, -4.032, -2.589], [-4.348, -13.332, -1.010], [-0.816, 6.928, -2.385], [3.611, 1.378, 6.768], [0.261, -1.504, 5.359], [1.017, 8.704, -1.689], [0.879, -1.594, 4.109], [-7.311, 2.517, -1.420], [5.871, 2.157, 3.865], [-3.453, 2.221, -0.938], [4.072, 0.244, 4.696], [6.862, 3.230, 3.381], [2.226, -1.315, 3.884], [8.318, 2.739, 3.300], [-0.987, 4.551, -1.244], [-4.229, 4.093, -2.078], [0.663, -2.086, 1.754], [2.804, -1.427, 2.629], [5.524, 3.498, 5.991], [0.112, -1.978, 3.011], [5.742, 0.831, -2.735], [-8.276, 2.163, -3.497], [4.693, 0.136, 3.456], [4.084, 4.589, -4.871], [-1.976, -0.655, 0.714], [3.081, -0.855, 5.049], [-4.961, 5.892, -3.346], [-4.322, -12.353, -1.915], [2.028, -1.817, 1.508], [-3.034, -7.421, -2.084], [4.332, 1.322, 5.536], [-0.778, -1.157, -0.063], [8.855, 2.470, 4.756], [-0.316, -2.474, 0.643], [5.250, 2.285, 5.099], [-0.032, 6.643, -1.517], [-3.537, -5.164, -1.887], [-4.614, -11.941, -4.179], [5.602, 1.079, 3.013], [4.878, 2.716, -3.758], [-1.982, 0.407, 1.536], [-9.204, 1.671, -5.565], [-4.059, -12.905, 0.322], [-4.010, -2.895, -1.828], [4.296, -1.075, 2.595], [6.074, 0.977, 2.040], [-4.409, 2.034, -0.449], [4.580, -2.505, -0.927], [0.099, 9.266, -1.526], [9.578, 3.262, 4.983], [0.007, -0.392, 0.020], [0.086, -3.216, -0.047], [6.185, -0.123, -3.011], [-3.632, -11.484, -4.297], [-10.183, 2.070, -5.301], [-2.709, -8.126, -2.844], [4.978, 3.462, 6.939], [-0.867, 4.278, -2.292], [-5.373, -11.177, -4.016], [-8.614, 2.422, -6.089], [0.885, -1.781, 6.112], [-0.952, -2.170, 3.150], [-0.994, -1.275, -1.133], [3.992, 4.957, -5.889], [6.594, 3.568, 6.222], [-3.055, -12.486, 0.382], [-2.978, 1.266, -1.146], [-9.339, 0.813, -6.217], [8.895, 3.577, 2.882], [-1.210, -2.904, 1.121], [-4.111, -13.784, 0.958], [9.358, 1.496, 4.730], [-2.291, -7.400, -1.287], [-4.019, -2.040, -2.502], [8.443, 1.872, 2.642], [-6.794, 1.956, -0.645], [4.705, 5.279, -4.301], [-4.999, 6.191, -4.390], [4.160, 1.821, 7.492], [-4.796, -12.179, 0.662], [4.079, 4.601, 3.751], [3.090, 4.518, -4.431], [1.214, 8.596, -2.755], [-8.215, 2.947, -0.991], [-6.652, 3.301, -1.782], [-2.801, 2.796, -0.291], [6.464, 1.393, -2.143], [-0.518, -2.155, 5.345], [1.844, 9.242, -1.232], [2.753, 1.908, 6.637], [-4.366, 6.617, -2.793], [4.835, 0.646, -2.164], [-4.856, -12.489, -5.085], [-5.016, -3.040, -1.435], [6.779, 4.141, 3.978], [-3.313, -2.699, -1.026], [-3.999, -7.745, -1.698], [2.348, 0.115, -0.524], [-5.977, 5.849, -2.955], [8.028, 2.465, 5.467], [-0.854, 3.659, -0.637], [-1.985, 4.950, -1.062]]}



Question: Which formula does entry 2 have?
Answer: C40H57BrF3N2O25P